Molecular formula: C19H22N4O3S
Method: DFT, the ωB97M-V functional and the def2-TZVPD basis

Bonds (Å) are listed after each position.
Geometry (Å):
1 O -5.478 -3.685 -6.985  N19 1.207
2 O -3.711 -4.950 -7.173  N19 1.252
3 N -1.578 -1.779 -5.626  C6 1.299, C7 1.384
4 O -0.662 0.486 0.993  C10 1.372, C14 1.387
5 S -4.098 -1.161 -6.110  C6 1.738, C9 1.750
6 C -2.471 -0.837 -5.591  N3 1.299, S5 1.738, N17 1.367
7 C -2.200 -2.905 -6.135  N3 1.384, C9 1.366, H28 1.087
8 C 0.664 1.703 -0.434  C10 1.370, C15 1.433, H29 1.087
9 C -3.522 -2.777 -6.454  S5 1.750, C7 1.366, N19 1.410
10 C 0.512 1.174 0.820  O4 1.372, C8 1.370, C21 1.481
11 C -2.463 -0.014 -0.652  C12 1.443, C14 1.385, H30 1.092
12 C -2.958 0.267 -1.978  C11 1.443, C16 1.412, H31 1.076
13 C -0.959 1.584 -2.458  C15 1.407, C16 1.403, H32 1.066
14 C -1.280 0.581 -0.245  O4 1.387, C11 1.385, C15 1.394
15 C -0.539 1.359 -1.133  C8 1.433, C13 1.407, C14 1.394
16 C -2.185 1.042 -2.870  C12 1.412, C13 1.403, C20 1.464
17 N -1.912 0.298 -5.073  C6 1.367, C20 1.480, H33 1.002
18 N 2.102 0.898 4.229  C22 1.492, C23 1.449, C27 1.475
19 N -4.291 -3.877 -6.887  O1 1.207, O2 1.252, C9 1.410
20 C -2.662 1.260 -4.236  C16 1.464, N17 1.480, H34 1.085, H35 1.094
21 C 1.571 1.285 1.849  C10 1.481, C22 1.512, H36 1.096, H37 1.073
22 C 1.011 1.168 3.248  N18 1.492, C21 1.512, H38 1.112, H39 1.119
23 C 3.302 1.708 4.281  N18 1.449, C24 1.528, H40 1.114, H41 1.065
24 C 4.279 0.890 5.123  C23 1.528, C26 1.558, H42 1.084, H43 1.090
25 C 1.568 -0.963 5.663  C27 1.504, H44 1.098, H45 1.085, H46 1.106
26 C 3.880 -0.595 4.873  C24 1.558, C27 1.499, H47 1.076, H48 1.062
27 C 2.427 -0.513 4.513  N18 1.475, C25 1.504, C26 1.499, H49 1.108
28 H -1.746 -3.881 -6.279  C7 1.087
29 H 1.531 2.256 -0.785  C8 1.087
30 H -3.003 -0.684 0.019  C11 1.092
31 H -3.892 -0.131 -2.336  C12 1.076
32 H -0.298 2.151 -3.072  C13 1.066
33 H -0.978 0.081 -4.782  N17 1.002
34 H -2.470 2.291 -4.518  C20 1.085
35 H -3.750 1.157 -4.293  C20 1.094
36 H 2.091 2.243 1.737  C21 1.096
37 H 2.241 0.453 1.740  C21 1.073
38 H 0.492 2.128 3.460  C22 1.112
39 H 0.294 0.308 3.243  C22 1.119
40 H 3.753 1.852 3.272  C23 1.114
41 H 3.090 2.653 4.725  C23 1.065
42 H 4.192 1.108 6.182  C24 1.084
43 H 5.333 1.053 4.895  C24 1.090
44 H 0.507 -0.859 5.399  C25 1.098
45 H 1.833 -0.402 6.554  C25 1.085
46 H 1.749 -2.020 5.933  C25 1.106
47 H 4.067 -1.245 5.710  C26 1.076
48 H 4.364 -1.015 4.025  C26 1.062
49 H 2.257 -1.145 3.620  C27 1.108

Frontier orbital gap ... 7.72 eV
Highest occupied orbital energy ... -0.299 hartree
Max |F| ... 3.7 eV/A
Energy above the lowest of the compared OMol25 structures with the same formula, charge and spin ... 585.2 kJ/mol
Structure (SMILES) ... C[C@@H]1CCCN1CCc1cc2cc(CNc3ncc([N+](=O)[O-])s3)ccc2o1
E_LUMO ... -0.420 eV